(1)
{"formula": "C26H32BrN5O4", "method": "ωB97M-V/def2-TZVPD", "smiles": "NC(=O)C[C@H](NC(=O)Cc1ccc(Br)cc1)c1ccc(N2CCC(N3CCCC3)CC2)c([N+](=O)[O-])c1", "charge": 0, "multiplicity": 1, "symbols": ["N", "C", "O", "C", "C", "N", "C", "O", "C", "C", "C", "C", "C", "Br", "C", "C", "C", "C", "C", "C", "N", "C", "C", "C", "N", "C", "C", "C", "C", "C", "C", "C", "N", "O", "O", "C", "H", "H", "H", "H", "H", "H", "H", "H", "H", "H", "H", "H", "H", "H", "H", "H", "H", "H", "H", "H", "H", "H", "H", "H", "H", "H", "H", "H", "H", "H", "H", "H"], "coordinates": [[-6.4475, -3.3979, -0.5412], [-5.6932, -2.5562, -1.2796], [-6.1700, -1.7233, -2.0158], [-4.1922, -2.7235, -1.0863], [-3.7577, -1.9252, 0.1536], [-4.3231, -0.5934, 0.0962], [-4.6942, 0.0819, 1.2033], [-4.7893, -0.4299, 2.2971], [-4.8981, 1.5716, 0.9374], [-3.5229, 2.1118, 0.6584], [-3.1290, 2.4754, -0.6237], [-1.8319, 2.8848, -0.8800], [-0.9230, 2.9153, 0.1611], [0.8705, 3.4640, -0.1728], [-1.2873, 2.5514, 1.4466], [-2.5874, 2.1524, 1.6877], [-2.2520, -1.8307, 0.2600], [-1.5389, -2.5312, 1.2328], [-0.1800, -2.3838, 1.3704], [0.5700, -1.5248, 0.5404], [1.8896, -1.2931, 0.7587], [2.7340, -2.2115, 1.4829], [4.0775, -2.3511, 0.7623], [4.7850, -1.0021, 0.6104], [6.0007, -1.1447, -0.1655], [6.9558, -2.1253, 0.3208], [8.2218, -1.7811, -0.4515], [8.2211, -0.2546, -0.4098], [6.7294, 0.1078, -0.3674], [3.8215, -0.0482, -0.1020], [2.4969, 0.0157, 0.6479], [-0.1555, -0.8931, -0.4975], [0.4730, -0.2163, -1.5902], [-0.1514, 0.6797, -2.1306], [1.5538, -0.6195, -1.9719], [-1.5379, -1.0200, -0.5979], [-6.0464, -4.0325, 0.1252], [-7.4485, -3.2932, -0.5605], [-3.9221, -3.7721, -0.9659], [-3.6882, -2.3253, -1.9678], [-4.1541, -2.3868, 1.0652], [-4.2738, -0.1118, -0.7876], [-5.3286, 2.0281, 1.8285], [-5.5652, 1.7204, 0.0888], [-3.8409, 2.4482, -1.4364], [-1.5263, 3.1542, -1.8782], [-0.5631, 2.5791, 2.2464], [-2.8816, 1.8558, 2.6832], [-2.0706, -3.1780, 1.9149], [0.3155, -2.9059, 2.1725], [2.2631, -3.1935, 1.5251], [2.9019, -1.8522, 2.5092], [4.6941, -3.0484, 1.3295], [3.9111, -2.7605, -0.2346], [5.0056, -0.5999, 1.6250], [7.1313, -2.0349, 1.4085], [6.6074, -3.1359, 0.1041], [8.1224, -2.1298, -1.4788], [9.1158, -2.2189, -0.0115], [8.7219, 0.0957, 0.4937], [8.7250, 0.1835, -1.2688], [6.5329, 0.8248, 0.4432], [6.3989, 0.5572, -1.3071], [4.2344, 0.9576, -0.1581], [3.6501, -0.4110, -1.1146], [1.8217, 0.7190, 0.1667], [2.6829, 0.3867, 1.6686], [-2.0264, -0.4852, -1.3993]], "atomic_forces_ev_per_a": [[-0.4, -0.3, 0.3], [0.5, -0.3, 0.0], [-0.1, 0.3, -0.3], [-0.2, 0.3, 0.1], [0.1, 0.0, 0.1], [-0.1, -0.4, -0.3], [-0.3, 0.4, -0.3], [0.0, -0.1, 0.4], [0.1, -0.2, 0.2], [0.1, 0.3, -0.1], [0.0, 0.1, 0.2], [0.2, 0.0, 0.0], [0.2, 0.1, 0.0], [-0.2, 0.0, 0.0], [0.1, 0.0, -0.1], [-0.1, 0.0, -0.1], [0.1, -0.2, 0.2], [-0.2, 0.1, -0.3], [0.2, 0.1, 0.0], [-0.5, 0.1, -0.1], [0.3, -0.1, 0.0], [0.2, -0.3, -0.1], [0.0, 0.2, 0.3], [-0.2, -0.1, -0.3], [0.0, -0.1, 0.1], [0.1, -0.2, -0.1], [-0.1, 0.0, 0.1], [0.0, 0.0, 0.0], [0.0, 0.3, -0.2], [0.0, 0.0, 0.3], [0.1, 0.3, -0.2], [-0.7, -0.7, 0.9], [0.2, 0.3, -0.7], [0.1, 0.1, -0.1], [0.1, 0.0, -0.1], [0.1, -0.1, 0.0], [0.0, 0.0, 0.0], [0.0, 0.0, 0.0], [0.1, 0.0, 0.0], [-0.1, -0.1, 0.0], [0.1, 0.1, -0.2], [-0.1, 0.1, 0.1], [0.0, -0.1, -0.1], [0.0, 0.0, 0.0], [-0.1, 0.0, -0.1], [0.0, 0.0, -0.1], [0.1, 0.0, 0.0], [0.0, -0.1, 0.1], [-0.1, -0.1, 0.1], [0.1, 0.0, 0.1], [0.0, 0.1, 0.1], [-0.1, -0.1, 0.0], [0.0, -0.1, 0.0], [0.0, -0.1, -0.1], [0.0, 0.0, -0.1], [0.0, 0.0, 0.0], [0.0, 0.0, 0.1], [0.0, -0.1, 0.0], [0.0, 0.0, 0.0], [0.0, 0.0, 0.0], [0.0, 0.1, 0.0], [0.0, 0.0, 0.0], [0.0, 0.2, 0.1], [0.1, 0.1, 0.0], [0.1, 0.0, 0.0], [0.0, 0.0, 0.1], [-0.1, 0.1, 0.0], [0.0, 0.1, 0.0]], "nbo_charge": [-0.820, 0.682, -0.618, -0.501, -0.049, -0.627, 0.703, -0.626, -0.519, -0.021, -0.215, -0.218, -0.078, 0.048, -0.247, -0.158, -0.101, -0.090, -0.280, 0.220, -0.422, -0.208, -0.402, -0.034, -0.442, -0.217, -0.403, -0.413, -0.221, -0.415, -0.201, 0.020, 0.517, -0.393, -0.381, -0.178, 0.393, 0.406, 0.224, 0.232, 0.234, 0.407, 0.244, 0.230, 0.215, 0.238, 0.228, 0.221, 0.207, 0.218, 0.212, 0.179, 0.210, 0.217, 0.153, 0.155, 0.201, 0.205, 0.211, 0.201, 0.214, 0.171, 0.197, 0.213, 0.237, 0.219, 0.180, 0.237]}

***

(2)
{"formula": "C26H32Cl9GaN3O4PSiTe", "method": "ωB97M-V/def2-TZVPD", "charge": 0, "multiplicity": 1, "symbols": ["Ga", "Cl", "C", "C", "C", "Cl", "C", "Cl", "C", "Cl", "C", "Cl", "C", "C", "C", "C", "C", "O", "C", "C", "C", "C", "C", "C", "Cl", "C", "C", "C", "N", "C", "N", "C", "N", "H", "H", "H", "H", "H", "H", "H", "H", "H", "H", "H", "H", "H", "H", "H", "H", "H", "H", "H", "H", "H", "H", "Cl", "Si", "Cl", "Cl", "C", "C", "O", "P", "O", "Te", "O", "C", "C", "H", "H", "H", "H", "H", "H", "H", "H", "H", "H"], "coordinates": [[0.9477, 1.0139, -2.4187], [2.4908, 1.5206, 0.0776], [2.3846, -0.1846, -0.2234], [1.6073, -0.5834, -1.3164], [1.4171, -1.9485, -1.4832], [0.3068, -2.4797, -2.7011], [2.0141, -2.8835, -0.6404], [1.7178, -4.5625, -0.8557], [2.8402, -2.4473, 0.3932], [3.5913, -3.5886, 1.4346], [3.0307, -1.0842, 0.6079], [4.0370, -0.5300, 1.8854], [-0.3333, -2.3060, 4.3890], [-0.6887, -1.8412, 2.9688], [-0.4415, -3.0114, 2.0008], [0.3012, -0.7259, 2.5987], [-2.2008, -1.4336, 2.9177], [-3.0077, -2.5799, 3.2259], [-2.6464, -0.3446, 3.9196], [-1.8923, 0.9863, 4.0096], [-2.7192, 2.1120, 4.5853], [-2.5155, 3.4098, 4.1235], [-3.2195, 4.4810, 4.6486], [-4.1477, 4.2538, 5.6514], [-5.0405, 5.5865, 6.3138], [-4.3744, 2.9735, 6.1248], [-3.6595, 1.9118, 5.5901], [-2.7433, -1.1925, 1.4839], [-2.0875, -0.2436, 0.6152], [-1.3284, -0.4980, -0.4491], [-0.9153, 0.6338, -0.9855], [-1.4936, 1.5834, -0.1987], [-2.2097, 1.0870, 0.7799], [0.7271, -2.5593, 4.4231], [-0.8890, -3.1994, 4.6831], [-0.5083, -1.5229, 5.1290], [0.5276, -3.4671, 2.2127], [-0.4151, -2.6701, 0.9621], [-1.2094, -3.7775, 2.0990], [1.2938, -1.1725, 2.5123], [0.3613, 0.0472, 3.3598], [0.0782, -0.2501, 1.6438], [-2.8999, -2.7904, 4.1583], [-2.6394, -0.8124, 4.9084], [-3.6949, -0.1438, 3.6859], [-1.5534, 1.2948, 3.0259], [-1.0100, 0.8643, 4.6437], [-1.7971, 3.5852, 3.3312], [-3.0564, 5.4845, 4.2798], [-5.1068, 2.8088, 6.9035], [-3.8472, 0.9144, 5.9683], [-3.7858, -0.8938, 1.5866], [-2.7206, -2.1568, 0.9815], [-1.1006, -1.4842, -0.8202], [-1.3776, 2.6431, -0.3477], [-1.9170, 2.3739, -3.6431], [-0.0777, 3.0962, -3.0622], [0.8446, 3.8728, -4.7049], [-0.4449, 4.7130, -1.8541], [3.0456, 2.6863, -7.3795], [2.6094, 1.2353, -7.3320], [1.5776, 1.0241, -6.3446], [1.9127, 0.2961, -4.9813], [0.5920, 0.2218, -4.2252], [3.5476, 1.3173, -3.5763], [2.3498, -1.1383, -5.5287], [3.2837, -2.0344, -4.9062], [3.9724, -2.8453, -5.9826], [3.8873, 2.7822, -8.0665], [3.3610, 3.0247, -6.3936], [2.2303, 3.3211, -7.7255], [3.4617, 0.5834, -7.1252], [2.1724, 0.9341, -8.2829], [2.7393, -2.6873, -4.2233], [4.0120, -1.4598, -4.3305], [3.2518, -3.4510, -6.5315], [4.7061, -3.5025, -5.5156], [4.4842, -2.1901, -6.6879]], "atomic_forces_ev_per_a": [[-0.2, -0.7, 0.1], [0.1, 0.0, 0.1], [-0.3, -0.3, -0.5], [0.4, 0.6, 0.3], [0.0, 0.4, 0.0], [0.0, -0.2, -0.2], [0.0, 0.0, 0.0], [0.0, 0.0, 0.0], [0.0, -0.1, 0.0], [0.0, 0.0, 0.0], [0.1, 0.1, 0.0], [0.0, 0.0, 0.0], [-0.1, 0.0, -0.1], [0.0, -0.1, 0.0], [-0.1, 0.1, 0.0], [0.0, 0.0, 0.0], [0.2, 0.1, 0.0], [0.0, -0.1, 0.0], [0.1, 0.0, -0.1], [-0.1, 0.0, 0.1], [0.0, 0.0, 0.0], [0.0, 0.0, 0.0], [0.0, 0.0, 0.0], [0.1, -0.1, -0.1], [0.0, 0.1, 0.0], [-0.1, 0.0, 0.0], [0.0, 0.0, 0.0], [-0.2, -0.1, 0.3], [0.0, 0.0, -0.2], [0.0, -0.1, -0.1], [-0.2, 0.3, -0.1], [0.1, -0.2, 0.1], [-0.1, 0.2, 0.1], [0.0, 0.0, 0.0], [0.0, 0.0, 0.0], [0.0, 0.0, 0.0], [0.0, 0.0, 0.0], [0.0, -0.1, 0.0], [0.0, 0.0, 0.0], [-0.1, 0.0, 0.1], [0.0, 0.0, 0.0], [0.1, 0.0, 0.0], [0.0, 0.0, 0.0], [-0.1, 0.0, 0.0], [0.0, 0.0, 0.0], [0.1, 0.0, 0.0], [0.0, 0.0, -0.1], [0.0, 0.0, 0.0], [0.0, 0.0, 0.0], [0.0, 0.0, 0.0], [0.0, 0.0, 0.0], [0.0, 0.0, -0.1], [0.0, 0.0, -0.1], [-0.1, 0.0, 0.1], [0.0, 0.0, 0.0], [-0.2, 0.2, -0.1], [0.0, -0.4, 0.0], [0.0, 0.1, -0.2], [0.1, 0.1, 0.3], [-0.2, -0.1, 0.1], [0.1, 0.1, -0.1], [0.1, 0.1, 0.1], [0.1, -0.4, -0.6], [0.1, 0.2, 0.4], [0.0, 0.0, -0.2], [0.0, 0.2, 0.1], [0.2, -0.2, 0.0], [-0.1, 0.1, 0.0], [0.0, 0.0, 0.0], [0.0, 0.0, 0.0], [0.0, 0.0, 0.0], [-0.1, 0.0, 0.0], [0.0, -0.1, 0.0], [-0.1, 0.0, 0.0], [-0.1, 0.0, 0.0], [0.0, 0.0, 0.0], [0.0, 0.0, 0.0], [0.0, 0.0, 0.0]], "lowdin_charge": [0.034, 0.703, -0.711, -0.302, -0.688, 0.757, -0.714, 0.701, -0.713, 0.701, -0.726, 0.711, -0.029, -0.477, -0.030, -0.021, -0.420, -0.021, -0.109, -0.147, -0.215, -0.031, -0.101, -0.678, 0.658, -0.102, -0.035, -0.033, -0.091, -0.132, 0.032, -0.191, 0.142, 0.094, 0.090, 0.084, 0.078, 0.064, 0.094, 0.063, 0.078, 0.071, 0.094, 0.114, 0.127, 0.079, 0.117, 0.115, 0.105, 0.105, 0.111, 0.143, 0.136, 0.096, 0.067, 0.288, -0.720, 0.296, 0.266, -0.090, -0.269, -0.263, 0.174, -0.412, 0.702, -0.255, -0.302, -0.065, 0.081, 0.035, 0.076, 0.104, 0.123, 0.092, 0.052, 0.081, 0.081, 0.077]}

***

(3)
{"formula": "C26H32ClO4Pb", "method": "ωB97M-V/def2-TZVPD", "charge": -1, "multiplicity": 1, "symbols": ["O", "C", "C", "H", "H", "C", "H", "H", "C", "H", "H", "H", "C", "H", "H", "H", "Pb", "C", "C", "C", "H", "C", "C", "H", "H", "H", "H", "C", "C", "C", "H", "C", "C", "H", "H", "H", "H", "O", "C", "C", "H", "H", "C", "H", "H", "C", "H", "H", "H", "H", "Cl", "C", "C", "C", "C", "C", "C", "C", "O", "O", "H", "H", "H", "H"], "coordinates": [[0.5193, 0.3307, -7.9053], [0.3558, 1.6374, -8.5668], [0.1171, 1.0215, -9.9574], [1.2766, 2.2383, -8.4922], [-0.5094, 2.1907, -8.1672], [0.3317, -0.3201, -9.1943], [0.8975, 1.2414, -10.6954], [-0.8990, 1.1480, -10.3498], [1.5604, -1.0582, -9.6829], [2.4294, -0.3934, -9.7225], [1.3675, -1.4410, -10.6942], [1.7845, -1.9128, -9.0343], [-0.8819, -1.2237, -9.2216], [-1.7823, -0.6801, -8.9173], [-0.7318, -2.0843, -8.5586], [-1.0277, -1.6017, -10.2417], [0.4399, 0.8064, 0.1447], [-2.3343, -0.4211, 1.3123], [-2.2794, 0.9856, 1.4985], [-2.3432, 1.6136, 0.2134], [-2.2445, 1.4950, 2.4633], [-2.5582, 0.5767, -0.7540], [-2.5534, -0.6681, -0.0704], [-2.7405, -1.6499, -0.5218], [-2.2733, -1.1928, 2.0804], [-2.2762, 2.6787, -0.0075], [-2.7637, 0.7151, -1.8142], [1.3684, -1.8924, 1.5917], [0.5051, -2.5570, 0.6666], [1.0280, -2.3606, -0.6432], [-0.3615, -3.1739, 0.9128], [2.2064, -1.5593, -0.5411], [2.4227, -1.2730, 0.8499], [3.2525, -0.7333, 1.2896], [1.3056, -1.9120, 2.6697], [0.6478, -2.8117, -1.5537], [2.8517, -1.2886, -1.3696], [0.4904, 0.6450, -2.3894], [-0.0038, -0.2537, -3.4258], [-0.3202, 0.6455, -4.6144], [-0.8725, -0.7990, -3.0160], [0.8159, -0.9509, -3.6478], [0.5685, 1.8896, -4.3783], [-1.3754, 0.9433, -4.5357], [-0.1216, 0.1880, -5.5850], [0.5578, 2.0210, -2.8688], [0.2003, 2.7823, -4.8815], [1.5882, 1.6631, -4.7158], [-0.3410, 2.5477, -2.5032], [1.4657, 2.4781, -2.4521], [3.7221, 4.7340, 7.1793], [2.9247, 3.7094, 6.0536], [2.0945, 2.6525, 6.4826], [1.4572, 1.8438, 5.5349], [1.6285, 2.0980, 4.1669], [2.4737, 3.1271, 3.7714], [3.1118, 3.9474, 4.6815], [0.9504, 1.4010, 3.0317], [0.2139, 0.3900, 3.1230], [1.2565, 2.0097, 1.9047], [1.9735, 2.4980, 7.5483], [0.8148, 1.0194, 5.8402], [2.6210, 3.3351, 2.7186], [3.7287, 4.7485, 4.3130]], "atomic_forces_ev_per_a": [[-0.2, 0.8, -1.2], [0.0, 0.1, 0.3], [0.2, -0.3, 0.9], [-0.4, -0.2, 0.1], [0.4, -0.2, 0.1], [-0.2, -0.2, -1.0], [-0.4, 0.0, 0.1], [0.4, 0.1, 0.0], [0.2, -0.2, 0.2], [-0.1, -0.1, 0.1], [0.1, 0.1, 0.2], [0.0, 0.2, -0.1], [-0.1, -0.2, 0.2], [0.1, -0.1, 0.0], [-0.1, 0.2, -0.1], [0.0, 0.1, 0.2], [-1.1, -2.0, 1.2], [-0.3, 0.5, -0.4], [0.3, -0.2, -0.3], [-0.1, -0.6, -0.1], [0.3, -0.2, -0.4], [0.0, -0.2, 0.5], [0.1, 0.5, -0.2], [0.3, 0.5, 0.2], [0.0, 0.4, -0.2], [-0.3, -0.2, 0.2], [0.2, 0.0, 0.2], [0.1, -0.2, -1.1], [0.8, 0.4, 0.0], [0.6, 0.4, 0.6], [0.2, 0.3, 0.0], [-0.6, -0.4, 0.4], [-0.9, -0.3, -0.2], [0.0, 0.0, -0.1], [-0.2, 0.1, -0.1], [-0.1, 0.2, 0.1], [0.0, 0.1, 0.1], [0.1, 0.5, -1.2], [0.5, 0.3, 0.4], [-0.3, 0.5, 0.2], [0.4, 0.2, -0.2], [-0.3, 0.0, 0.1], [0.1, -0.5, -0.1], [0.2, 0.0, -0.3], [-0.1, 0.0, 0.1], [-0.4, -0.9, 0.2], [0.0, 0.0, -0.1], [-0.2, 0.2, 0.0], [0.3, 0.0, -0.1], [-0.2, -0.1, -0.1], [0.2, 0.2, 0.5], [-0.7, -0.9, -1.2], [0.5, 0.5, -0.4], [0.1, 0.2, -0.3], [0.2, 0.2, 0.7], [0.4, 0.7, 0.3], [-0.3, -0.5, 0.9], [-0.8, -1.1, -1.3], [1.5, 2.1, 0.4], [-0.7, -0.8, 0.8], [-0.1, -0.1, -0.1], [0.1, 0.2, 0.0], [-0.1, -0.2, 0.2], [0.2, 0.2, 0.2]], "nbo_charge": [-0.544, -0.062, -0.463, 0.178, 0.181, 0.270, 0.207, 0.209, -0.626, 0.211, 0.208, 0.218, -0.626, 0.215, 0.219, 0.207, 1.515, -0.325, -0.354, -0.448, 0.215, -0.387, -0.331, 0.201, 0.215, 0.203, 0.191, -0.334, -0.321, -0.364, 0.202, -0.402, -0.421, 0.207, 0.216, 0.193, 0.198, -0.599, -0.067, -0.434, 0.215, 0.183, -0.426, 0.198, 0.240, -0.080, 0.209, 0.203, 0.186, 0.191, -0.013, -0.054, -0.266, -0.113, -0.163, -0.158, -0.237, 0.761, -0.642, -0.916, 0.217, 0.227, 0.250, 0.213]}

***

Number 1: M 558.48 Da, E_tot -4158.67601 a.u.. Number 2: M 1026.02 Da, E_tot -8440.88992 a.u.. Number 3: M 651.19 Da, E_tot -1963.88920 a.u..